Molecular formula: C3H6O
Method: DFT, wB97M-V/def2-TZVPD

Geometry as ORCA input:
```
! wB97M-V def2-TZVPD RIJCOSX def2/J DEFGRID3
* xyz 0 1
C -1.615 0.102 0.352
C -0.510 -0.748 -0.207
C 1.659 -0.078 -0.340
O 0.565 -0.407 0.498
H -2.424 -0.438 0.846
H -2.039 0.542 -0.563
H -1.219 0.904 0.988
H 1.392 -0.314 -1.373
H 2.585 -0.562 -0.036
H 1.749 1.003 -0.229
*
```

Calculated values
Relative energy (zero: lowest compared OMol25 entry of this formula, charge and spin) ... 345.9 kJ/mol
DFT total energy ... -193.01145 hartree

=====

Molecular formula: C3H6O
Method: DFT, wB97M-V/def2-TZVPD

Geometry as ORCA input:
```
! wB97M-V def2-TZVPD RIJCOSX def2/J DEFGRID3
* xyz 0 1
C -1.712 0.104 0.406
C -0.535 -0.515 -0.295
C 1.734 -0.101 -0.377
O 0.520 -0.095 0.366
H -2.417 -0.634 0.800
H -2.240 0.631 -0.400
H -1.419 0.823 1.180
H 1.525 -0.469 -1.382
H 2.509 -0.689 0.115
H 2.036 0.944 -0.413
*
```

Calculated values
Relative energy (zero: lowest compared OMol25 entry of this formula, charge and spin) ... 290.0 kJ/mol
DFT total energy ... -193.03275 hartree

=====

Molecular formula: C3H6O
Method: DFT, wB97M-V/def2-TZVPD

Geometry as ORCA input:
```
! wB97M-V def2-TZVPD RIJCOSX def2/J DEFGRID3
* xyz 0 1
C -1.359 0.480 -1.214
C -0.280 -0.104 -0.491
C 0.273 0.156 0.686
O 1.372 -0.615 1.145
H -2.363 0.504 -0.678
H -1.603 1.584 -1.373
H -1.480 0.006 -2.167
H 0.200 -0.991 -1.085
H 0.171 0.948 1.394
H 2.294 -0.321 0.863
*
```

Calculated values
Relative energy (zero: lowest compared OMol25 entry of this formula, charge and spin) ... 195.1 kJ/mol
SMILES ... C/C=C/O
DFT total energy ... -193.06890 hartree

=====

Molecular formula: C3H6O2
Method: DFT, wB97M-V/def2-TZVPD

Geometry as ORCA input:
```
! wB97M-V def2-TZVPD RIJCOSX def2/J DEFGRID3
* xyz 0 1
C -1.071 -0.129 -0.399
C -0.365 -0.084 0.971
C 1.213 0.115 -0.503
H -1.361 -1.123 -0.773
H -1.939 0.573 -0.410
H -0.748 -0.762 1.797
H -0.288 0.965 1.283
H 1.928 -0.468 -1.104
H 1.679 1.147 -0.276
O 0.920 -0.541 0.652
O 0.031 0.307 -1.237
*
```

Calculated values
Relative energy (zero: lowest compared OMol25 entry of this formula, charge and spin) ... 158.0 kJ/mol
SMILES ... C1COCO1
DFT total energy ... -268.34505 hartree

=====

Molecular formula: C3H6O2
Method: DFT, wB97M-V/def2-TZVPD

Geometry as ORCA input:
```
! wB97M-V def2-TZVPD RIJCOSX def2/J DEFGRID3
* xyz 0 1
O 0.766 -1.315 -0.532
C 0.637 0.087 -0.479
C -0.745 0.577 -0.491
C 0.246 0.517 0.886
O 0.067 -0.491 1.807
H 0.173 -1.606 -1.237
H 1.405 0.627 -1.022
H -1.600 -0.063 -0.359
H -0.916 1.554 -0.958
H -0.271 1.434 1.061
H 0.239 -1.320 1.323
*
```

Calculated values
Relative energy (zero: lowest compared OMol25 entry of this formula, charge and spin) ... 332.5 kJ/mol
SMILES ... O[C@@H]1C[C@@H]1O
DFT total energy ... -268.27859 hartree

=====

Molecular formula: C3H6O2
Method: DFT, wB97M-V/def2-TZVPD

Geometry as ORCA input:
```
! wB97M-V def2-TZVPD RIJCOSX def2/J DEFGRID3
* xyz 0 1
O -1.744 0.390 -1.592
C -0.567 -0.525 1.077
C 0.741 -0.641 0.841
C 1.468 0.426 0.125
O 2.657 0.413 -0.102
H -1.491 1.275 -1.881
H -1.129 -1.294 1.600
H -1.132 0.332 0.720
H -0.955 -0.149 -1.733
H 1.324 -1.502 1.157
H 0.829 1.274 -0.211
*
```

Calculated values
Relative energy (zero: lowest compared OMol25 entry of this formula, charge and spin) ... 153.0 kJ/mol
SMILES ... C=CC=O.O
DFT total energy ... -268.34696 hartree

=====

Molecular formula: C3H6O2
Method: DFT, wB97M-V/def2-TZVPD

Geometry as ORCA input:
```
! wB97M-V def2-TZVPD RIJCOSX def2/J DEFGRID3
* xyz 0 1
C -1.570 0.046 -0.153
C -0.121 0.162 0.186
O 0.135 0.584 1.452
C 0.894 -0.135 -0.628
O 2.189 0.012 -0.121
H -2.073 -0.568 0.602
H -1.697 -0.426 -1.131
H -2.063 1.024 -0.162
H 0.793 -0.405 -1.676
H 2.491 -0.862 0.165
H 1.106 0.680 1.477
*
```

Calculated values
Relative energy (zero: lowest compared OMol25 entry of this formula, charge and spin) ... 117.0 kJ/mol
SMILES ... C/C(O)=C/O
DFT total energy ... -268.36066 hartree

=====

Molecular formula: C3H6O2
Method: DFT, wB97M-V/def2-TZVPD

Geometry as ORCA input:
```
! wB97M-V def2-TZVPD RIJCOSX def2/J DEFGRID3
* xyz 0 1
C 1.078 0.702 0.549
C -0.395 0.152 0.584
C -1.147 -0.405 -0.658
H 1.413 1.309 1.302
H 1.756 -0.195 0.503
H 1.104 1.081 -0.589
H -0.509 -0.606 1.261
H -0.989 1.140 0.612
H 0.577 -1.459 -1.251
O -0.600 -1.415 -1.219
O -2.288 -0.304 -1.094
*
```

Calculated values
Relative energy (zero: lowest compared OMol25 entry of this formula, charge and spin) ... 260.4 kJ/mol
SMILES ... CCC(=O)O
DFT total energy ... -268.30603 hartree

=====

Molecular formula: C3H6O2
Method: DFT, wB97M-V/def2-TZVPD

Geometry as ORCA input:
```
! wB97M-V def2-TZVPD RIJCOSX def2/J DEFGRID3
* xyz 0 1
C -1.386 -0.010 0.201
C 0.139 -0.061 0.275
O 0.590 -1.325 0.617
C 1.046 0.502 -0.764
O 2.156 0.019 -0.880
H -1.806 -0.236 1.189
H -1.758 0.973 -0.107
H -1.791 -0.762 -0.487
H 0.570 0.764 0.938
H 1.487 -1.332 0.220
H 0.752 1.468 -1.204
*
```

Calculated values
Relative energy (zero: lowest compared OMol25 entry of this formula, charge and spin) ... 130.0 kJ/mol
SMILES ... C[C@@H](O)C=O
DFT total energy ... -268.35573 hartree

=====

Molecular formula: C3H6O2
Method: DFT, wB97M-V/def2-TZVPD

Geometry as ORCA input:
```
! wB97M-V def2-TZVPD RIJCOSX def2/J DEFGRID3
* xyz 0 1
O 1.513 -0.799 0.421
C 0.224 -0.273 0.608
C -0.060 1.142 0.070
O -0.960 0.637 -0.926
C -0.790 -0.710 -0.457
H 1.852 -0.500 -0.435
H -0.020 -0.450 1.658
H -0.563 1.832 0.759
H 0.816 1.641 -0.364
H -1.742 -1.165 -0.159
H -0.270 -1.355 -1.175
*
```

Calculated values
Relative energy (zero: lowest compared OMol25 entry of this formula, charge and spin) ... 194.6 kJ/mol
SMILES ... OC1COC1
DFT total energy ... -268.33110 hartree

=====

Please write out number 5 again, unchanged.
Molecular formula: C3H6O2
Method: DFT, wB97M-V/def2-TZVPD

Geometry as ORCA input:
```
! wB97M-V def2-TZVPD RIJCOSX def2/J DEFGRID3
* xyz 0 1
O 0.766 -1.315 -0.532
C 0.637 0.087 -0.479
C -0.745 0.577 -0.491
C 0.246 0.517 0.886
O 0.067 -0.491 1.807
H 0.173 -1.606 -1.237
H 1.405 0.627 -1.022
H -1.600 -0.063 -0.359
H -0.916 1.554 -0.958
H -0.271 1.434 1.061
H 0.239 -1.320 1.323
*
```

Calculated values
Relative energy (zero: lowest compared OMol25 entry of this formula, charge and spin) ... 332.5 kJ/mol
SMILES ... O[C@@H]1C[C@@H]1O
DFT total energy ... -268.27859 hartree